Here is 2 unconnected molecules or ions with the total composition C10H15BBrF4N2O7 from OMol25. Energies are from ωB97M-V/def2-TZVPD.

CARTESIAN COORDINATES (ANGSTROEM)
N: -2.02565 -1.74216 0.35072
B: -0.58052 -1.90644 0.60556
O: 0.18178 -2.70037 -0.20823
C: 0.16526 -1.15242 1.84119
Br: -0.96749 0.47196 2.21338
C: 1.58488 -0.59794 1.44316
O: 1.44408 0.65045 0.78842
F: 2.27404 -1.36801 0.54620
N: 2.22934 -0.43178 2.69760
C: 1.59573 -1.11009 3.74254
O: 2.00781 -1.06589 4.85171
C: 0.42835 -1.89907 3.15089
C: 1.01946 -3.37880 2.95588
O: 0.50002 -3.99251 2.01948
O: 1.88191 -3.72254 3.77492
C: -0.73864 -1.99263 4.14802
F: -0.75206 -0.99738 5.05598
F: -1.93512 -1.96468 3.50710
F: -0.72331 -3.15009 4.84328
H: -2.45937 -2.63362 0.57096
H: -2.16572 -1.57977 -0.64074
H: 0.12922 -2.45382 -1.13658
H: 2.29933 0.86191 0.40215
H: 3.23566 -0.48802 2.73427
C: 0.55307 3.96584 -2.73299
O: -0.10605 3.57309 -3.92502
C: 0.22817 2.26074 -4.34448
C: -0.82893 1.25378 -3.94866
O: -0.92052 1.12104 -2.54386
C: -2.00700 1.83241 -1.97187
H: 0.05248 4.85762 -2.35983
H: 0.50337 3.18802 -1.96833
H: 1.60219 4.20945 -2.93674
H: 1.19905 1.96314 -3.93674
H: 0.30920 2.27941 -5.43652
H: -0.54882 0.27516 -4.35357
H: -1.79764 1.53247 -4.37578
H: -2.94615 1.29936 -2.15705
H: -2.08160 2.84768 -2.36842
H: -1.83981 1.88448 -0.89803

As for the spin multiplicity: 1. Its gap between HOMO and LUMO is 7.76 eV. The calculation puts the highest occupied orbital energy at -0.195 hartree. The LUMO energy is 2.4 eV. The charge is -1. The value obtained for the energy relative to the best compared isomer or geometry (same formula, charge and spin) is 0.4016 eV. The electronic energy is -109518.266 eV.